20
Properties=species:S:1:pos:R:3:forces:R:3:nbo_charge:R:1 method="wB97M-V/def2-TZVPD" smiles=C.O.O.O.O.O gap_ev=11.0198 energy_ha=-422.655211 spin_multiplicity=1 de_lowest_kcal_mol=31.5
C 0.57203 -1.83175 -1.34121 2.18 0.64 -1.42 -0.8503
H 0.29009 -2.45407 -0.57557 -1.02 -2.14 1.24 0.2130
H -0.11269 -1.04745 -1.37990 -0.55 2.03 0.59 0.2192
H 0.52564 -2.14373 -2.36637 0.01 -1.32 -0.30 0.2100
H 1.63726 -1.62934 -1.12473 -0.64 0.75 -0.16 0.2061
O 0.72349 0.84581 0.56161 -1.30 0.58 -0.75 -0.9958
H 0.48104 1.20192 -0.34698 0.43 -0.47 1.32 0.5166
H -0.14298 0.96762 1.01108 1.00 -0.12 -0.23 0.4731
O -2.68901 0.06633 0.33562 -0.21 -0.90 0.82 -0.9941
H -2.18528 -0.36447 1.08163 -0.84 0.27 -1.03 0.5047
H -3.51701 -0.45388 0.18262 1.27 0.61 0.39 0.4888
O 3.45161 1.21121 -0.29653 -0.94 -0.84 -0.37 -0.9606
H 2.65434 1.08317 0.27231 0.73 0.17 -0.54 0.4929
H 3.27136 0.62646 -1.06977 0.25 0.68 0.91 0.4621
O -0.57426 -1.14501 2.55732 3.67 0.12 -4.35 -0.9489
H -0.63579 -0.76907 3.37376 -0.74 1.45 3.88 0.4608
H 0.38065 -0.76824 2.29111 -3.06 -1.47 0.29 0.4930
O -1.06558 2.03866 -1.07790 2.61 2.13 -3.15 -0.9722
H -1.69644 1.74146 -0.49872 -2.99 -1.08 1.97 0.4916
H -1.36848 2.82439 -1.58939 0.14 -1.09 0.90 0.4899